No. 1
A 2-piece molecular cluster, C7H10N2O overall at a distorted geometry, computed with wB97M-V/def2-TZVPD.

Last columns: bonded neighbours and bond lengths (Å).
Atoms and positions in Å:
1 O -0.10719 3.54768 1.61835  C8 1.140
2 N 0.37328 1.71919 2.96712  C8 1.198, H17 0.985
3 N 1.84848 2.49688 -0.80356  C5 1.201, H11 1.055
4 C -0.41632 -0.55896 -1.90290  C6 1.575, H15 1.042, H18 1.065, H20 1.022
5 C 1.07759 1.72307 -0.30360  N3 1.201, C9 1.299
6 C -0.33810 -0.47661 -0.33175  C4 1.575, C7 1.491, C9 1.584, C10 1.494
7 C 0.34170 -1.62045 0.34015  C6 1.491, H14 1.089, H16 1.074, H19 1.150
8 C 0.25540 2.68976 2.27566  O1 1.140, N2 1.198
9 C 0.22450 0.89699 0.22252  C5 1.299, C6 1.584, C10 1.460
10 C -1.14873 0.47693 0.48401  C6 1.494, C9 1.460, H12 1.189, H13 1.039
11 H 2.82370 2.74903 -0.49070  N3 1.055
12 H -1.96619 1.09291 -0.12145  C10 1.189
13 H -1.35927 0.23789 1.47265  C10 1.039
14 H 0.17349 -1.54058 1.41294  C7 1.089
15 H 0.41949 -0.98186 -2.35934  C4 1.042
16 H 1.38609 -1.40292 0.21502  C7 1.074
17 H 1.19498 1.19769 3.12010  N2 0.985
18 H -1.40002 -0.88603 -2.14813  C4 1.065
19 H 0.07279 -2.56488 -0.25798  C7 1.150
20 H -0.35003 0.43522 -2.13242  C4 1.022

- Energy relative to the best compared isomer or geometry (same formula, charge and spin): 4.4849 eV
- Energy: -457.34397 a.u.
- SMILES: CC1(C)CC1=C=N.N=C=O
- E_HOMO: -8.2 eV
- F_max: 4.36 eV/Å
- Multiplicity: 1

=====

No. 2
A 2-piece molecular cluster, C7H10N2O2 overall at a distorted geometry, computed with wB97M-V/def2-TZVPD.

Last columns: bonded neighbours and bond lengths (Å).
Atoms and positions in Å:
1 O -0.83292 -2.14513 1.26898  C6 1.210
2 O -0.08763 -1.89903 -0.87467  C6 1.380
3 N 1.19518 0.27124 -0.88788  C7 1.365, C11 1.404, H18 1.127
4 N 1.54374 0.57485 1.44582  C10 1.490, C11 1.331
5 C -1.66037 0.95713 -0.33048  C8 1.384, C9 1.621, H14 1.152, H15 1.112
6 C -0.91980 -1.60969 0.18781  O1 1.210, O2 1.380, C8 1.689
7 C 2.12742 -0.68775 -0.61390  N3 1.365, C10 1.443, H13 1.204
8 C -1.92777 -0.25763 0.27556  C5 1.384, C6 1.689, H16 1.071, H17 1.164
9 C -0.50277 1.90152 0.29757  C5 1.621, C11 1.714, H12 1.114, H20 0.999
10 C 2.42588 -0.41938 0.77183  N4 1.490, C7 1.443, H21 1.054
11 C 0.84124 0.83863 0.34646  N3 1.404, N4 1.331, C9 1.714
12 H -0.75502 2.10339 1.36326  C9 1.114
13 H 2.66002 -1.32216 -1.48808  C7 1.204
14 H -1.23912 0.70496 -1.37306  C5 1.152
15 H -2.54587 1.57544 -0.59465  C5 1.112
16 H -2.31172 -0.06845 1.25684  C8 1.071
17 H -2.89762 -0.79901 -0.07340  C8 1.164
18 H 0.80361 0.94744 -1.70026  N3 1.127
19 H 1.11890 -2.33279 -0.35808  no bonds
20 H -0.15097 2.67090 -0.23312  C9 0.999
21 H 3.11556 -1.00447 1.31342  C10 1.054

- Energy relative to the best compared isomer or geometry (same formula, charge and spin): 6.3133 eV
- Energy: -532.52501 a.u.
- E_HOMO: -9.0 eV
- F_max: 7.89 eV/Å
- Multiplicity: 1

=====

No. 3
The molecule C7H10N2O2 at a distorted geometry, computed with wB97M-V/def2-TZVPD.

Last columns: bonded neighbours and bond lengths (Å).
Atoms and positions in Å:
1 O -3.19973 1.64377 0.10180  C8 1.363, H17 0.930
2 O -0.73666 -2.11481 0.50441  C10 1.314, H14 1.016
3 N -1.86961 -0.19689 -0.17630  N4 1.487, C8 1.326, C10 1.422
4 N -3.05882 -1.05012 -0.43689  N3 1.487, H13 1.101, H19 1.112
5 C 2.85728 0.21549 -1.15479  C7 1.544, H12 1.011, H15 1.164, H18 1.066
6 C 0.39559 -0.22882 -0.44573  C7 1.424, C10 1.321, C11 1.448
7 C 1.69391 0.27134 -0.14078  C5 1.544, C6 1.424, C9 1.562, C11 1.546
8 C -1.95655 1.08670 0.14295  O1 1.363, N3 1.326
9 C 2.12114 0.19195 1.35986  C7 1.562, H16 1.166, H20 1.133, H21 1.053
10 C -0.65454 -0.92269 -0.04333  O2 1.314, N3 1.422, C6 1.321
11 C 0.56400 1.19441 -0.65249  C6 1.448, C7 1.546
12 H 2.54513 0.49143 -2.07633  C5 1.011
13 H -3.83323 -0.64920 0.23516  N4 1.101
14 H -1.71981 -2.23077 0.73431  O2 1.016
15 H 3.37621 -0.82610 -1.11938  C5 1.164
16 H 2.85338 -0.71365 1.40998  C9 1.166
17 H -3.06119 2.53409 0.33205  O1 0.930
18 H 3.55688 0.94718 -0.82135  C5 1.066
19 H -3.49311 -0.61602 -1.36404  N4 1.112
20 H 1.15331 -0.13137 1.85327  C9 1.133
21 H 2.46641 1.10410 1.75764  C9 1.053

- Energy relative to the best compared isomer or geometry (same formula, charge and spin): 9.1596 eV
- Energy: -532.42041 a.u.
- E_HOMO: -7.7 eV
- F_max: 4.42 eV/Å
- Multiplicity: 1